Density functional theory data (the ωB97M-V functional and the def2-TZVPD basis) for a single C5H9NO molecule.

Positions of all 16 atoms, in Å:
1 O 2.417 -0.263 0.613
2 N -1.042 1.314 0.730
3 C 0.578 0.169 -1.019
4 C 1.348 -0.827 -0.108
5 C -1.961 0.577 -0.146
6 C -0.561 0.150 0.002
7 C 0.054 -1.050 0.719
8 H -0.453 -1.994 0.498
9 H -2.260 1.032 -1.090
10 H 2.061 0.464 1.142
11 H 0.298 -0.255 -1.989
12 H -2.756 0.043 0.371
13 H 1.756 -1.707 -0.611
14 H -0.734 2.167 0.268
15 H 1.084 1.129 -1.180
16 H 0.171 -0.950 1.803

- Spin multiplicity: 1
- Max |F|: 0.378 eV/A
- Net charge: 0
- SMILES: O[C@H]1C[C@]2(CN2)C1
- Frontier orbital gap: 10.591 eV

Calculated atomic charges, method Löwdin, unit e: -0.03, 0.05, -0.05, -0.35, -0.11, -0.47, -0.05, 0.11, 0.11, 0.10, 0.11, 0.10, 0.14, 0.09, 0.12, 0.12

Density functional theory data (the ωB97M-V functional and the def2-TZVPD basis) for a 2-piece molecular cluster, C5H9NO overall at a distorted geometry.

Positions of all 16 atoms, in Å:
1 O -1.797 -1.851 -0.364
2 N 1.069 0.207 -1.369
3 C 1.064 -0.135 0.837
4 C 1.750 -0.376 -0.324
5 C -1.170 1.062 1.456
6 C -0.021 0.757 0.548
7 C -0.007 0.865 -0.822
8 H -0.650 1.493 -1.420
9 H 1.423 -0.427 1.809
10 H 2.509 -1.133 -0.450
11 H -1.353 0.187 2.082
12 H -2.082 1.328 0.926
13 H -0.986 1.878 2.159
14 H -2.333 -1.918 0.424
15 H 1.171 0.056 -2.364
16 H -0.993 -1.339 -0.174

- Spin multiplicity: 1
- Max |F|: 1.535 eV/A
- Net charge: 0
- SMILES: Cc1cc[nH]c1.O
- Frontier orbital gap: 9.388 eV

Calculated atomic charges, method Löwdin, unit e: -0.06, 0.03, -0.08, -0.13, -0.06, -0.31, -0.12, 0.12, 0.10, 0.11, 0.07, 0.08, 0.07, 0.03, 0.15, 0.00

Density functional theory data (the ωB97M-V functional and the def2-TZVPD basis) for C5H9NO as an isolated structure at a distorted geometry.

Positions of all 16 atoms, in Å:
1 O -1.992 0.018 0.688
2 N -0.859 0.747 -1.383
3 C 1.332 -1.008 -0.548
4 C -0.894 -0.816 0.624
5 C -1.935 0.773 -0.768
6 C 0.236 -0.109 -0.012
7 C 0.704 1.144 0.688
8 H 1.040 -2.066 -0.576
9 H -1.097 -1.788 0.142
10 H -0.146 1.632 1.171
11 H 1.481 -0.663 -1.566
12 H 1.500 0.979 1.429
13 H 1.100 1.791 -0.094
14 H 2.293 -0.929 -0.015
15 H -2.952 1.168 -0.867
16 H -0.339 -1.027 1.564

- Spin multiplicity: 1
- Max |F|: 2.763 eV/A
- Net charge: 0
- Frontier orbital gap: 10.672 eV

Calculated atomic charges, method Löwdin, unit e: -0.14, 0.13, -0.04, -0.30, -0.14, -0.38, -0.06, 0.08, 0.13, 0.09, 0.08, 0.09, 0.09, 0.09, 0.12, 0.16

Density functional theory data (the ωB97M-V functional and the def2-TZVPD basis) for C5H9NO as an isolated structure.

Positions of all 16 atoms, in Å:
1 O 2.252 -0.189 -1.049
2 N -0.908 -1.458 2.157
3 C -0.729 -0.992 1.049
4 C 0.243 0.882 -0.364
5 C 1.734 0.724 -0.100
6 C -2.070 -0.402 -0.069
7 C -0.504 -0.438 -0.251
8 H 1.877 0.356 0.930
9 H 3.168 -0.385 -0.822
10 H 2.232 1.705 -0.173
11 H -2.605 -1.040 -0.776
12 H -1.973 -1.091 1.490
13 H -0.175 1.607 0.345
14 H -0.162 -1.174 -0.980
15 H -2.459 0.618 -0.014
16 H 0.081 1.278 -1.374

- Spin multiplicity: 1
- Max |F|: 0.462 eV/A
- Net charge: 0
- Frontier orbital gap: 8.569 eV

Calculated atomic charges, method Löwdin, unit e: -0.06, 0.14, -0.31, -0.15, -0.27, -0.08, -0.29, 0.12, 0.09, 0.12, 0.06, 0.17, 0.13, 0.15, 0.06, 0.13

Density functional theory data (the ωB97M-V functional and the def2-TZVPD basis) for a single C5H9NO molecule at a distorted geometry.

Positions of all 16 atoms, in Å:
1 O -0.286 1.612 0.571
2 N -0.140 -1.210 1.092
3 C -0.682 -0.740 -0.179
4 C -0.886 0.730 -0.372
5 C 0.676 -1.331 -0.122
6 C -1.671 1.505 0.645
7 C 1.928 -0.507 -0.314
8 H -0.773 1.092 -1.407
9 H 0.173 -0.390 1.615
10 H -1.498 -1.349 -0.575
11 H 1.787 0.529 0.006
12 H -2.122 0.958 1.472
13 H 2.227 -0.502 -1.369
14 H 0.767 -2.364 -0.458
15 H 2.758 -0.932 0.262
16 H -2.266 2.156 -0.013

- Spin multiplicity: 1
- Max |F|: 2.972 eV/A
- Net charge: 0
- SMILES: C[C@H]1N[C@H]1[C@H]1CO1
- Frontier orbital gap: 10.383 eV

Calculated atomic charges, method Löwdin, unit e: -0.06, 0.07, -0.26, -0.25, -0.32, -0.12, -0.05, 0.15, 0.09, 0.14, 0.07, 0.12, 0.08, 0.13, 0.08, 0.11

Density functional theory data (the ωB97M-V functional and the def2-TZVPD basis) for a single C5H9NO molecule.

Positions of all 16 atoms, in Å:
1 O 0.990 0.477 -0.947
2 N -0.307 2.339 0.182
3 C 2.289 0.605 -0.398
4 C -0.134 1.199 -0.160
5 C -0.539 -0.802 1.340
6 C -0.769 -0.073 0.067
7 C -1.771 -0.588 -0.897
8 H 2.254 1.096 0.585
9 H -2.730 -0.116 -0.637
10 H -1.898 -1.673 -0.831
11 H -1.490 -0.868 1.888
12 H 2.745 -0.389 -0.309
13 H 2.913 1.217 -1.059
14 H 0.203 -0.308 1.969
15 H -1.521 -0.282 -1.916
16 H -0.236 -1.834 1.122

- Spin multiplicity: 1
- Max |F|: 0.748 eV/A
- Net charge: 0
- Frontier orbital gap (spin up / spin down): 6.894 / 6.893 eV

Calculated atomic charges, method Löwdin, unit e: -0.15, 0.16, -0.13, -0.58, -0.01, -0.15, -0.01, 0.08, 0.12, 0.09, 0.11, 0.08, 0.08, 0.10, 0.10, 0.11

Density functional theory data (the ωB97M-V functional and the def2-TZVPD basis) for a single C5H9NO molecule.

Positions of all 16 atoms, in Å:
1 O 2.853 -0.233 -0.158
2 N 0.822 -1.073 0.543
3 C 1.187 1.368 -0.254
4 C -0.292 -0.961 0.050
5 C -2.725 -0.545 0.176
6 C 1.669 0.134 0.495
7 C -1.434 -0.764 -0.551
8 H 0.238 1.773 0.109
9 H -1.407 -0.844 -1.634
10 H 1.831 0.407 1.547
11 H -3.246 0.351 -0.176
12 H -3.370 -1.412 0.010
13 H -2.550 -0.449 1.251
14 H 1.118 1.197 -1.334
15 H 3.141 -1.077 0.212
16 H 1.979 2.102 -0.086

- Spin multiplicity: 1
- Max |F|: 0.720 eV/A
- Net charge: 0
- SMILES: CC=C=N[C@H](C)O
- Frontier orbital gap: 9.671 eV

Calculated atomic charges, method Löwdin, unit e: -0.03, 0.13, -0.05, -0.14, -0.11, -0.47, -0.15, 0.08, 0.11, 0.14, 0.07, 0.07, 0.08, 0.09, 0.09, 0.08

Density functional theory data (the ωB97M-V functional and the def2-TZVPD basis) for a single C5H9NO molecule at a distorted geometry.

Positions of all 16 atoms, in Å:
1 O 0.482 0.484 1.941
2 N 1.365 -0.701 -2.562
3 C -0.956 -1.310 -0.052
4 C 0.992 -0.789 -1.471
5 C -0.218 1.649 -0.145
6 C 0.504 -0.834 -0.089
7 C 0.657 0.581 0.541
8 H -1.603 -0.566 -0.523
9 H -0.344 0.005 2.109
10 H -1.291 -1.466 0.981
11 H 1.658 0.976 0.376
12 H -1.082 -2.258 -0.579
13 H 0.189 2.662 0.023
14 H -1.244 1.627 0.239
15 H -0.233 1.505 -1.240
16 H 1.124 -1.565 0.451

- Spin multiplicity: 1
- Max |F|: 1.051 eV/A
- Net charge: 0
- SMILES: C[C@@H](O)[C@@H](C)C#N
- Frontier orbital gap: 11.473 eV

Calculated atomic charges, method Löwdin, unit e: -0.02, 0.16, -0.05, -0.21, -0.04, -0.31, -0.41, 0.08, 0.08, 0.08, 0.14, 0.09, 0.09, 0.08, 0.08, 0.15

Density functional theory data (the ωB97M-V functional and the def2-TZVPD basis) for a 2-piece molecular cluster, C5H9NO overall at a distorted geometry.

Positions of all 16 atoms, in Å:
1 O 1.739 0.354 -0.243
2 N -1.590 -2.284 0.175
3 C -1.711 -1.159 0.263
4 C -2.167 0.868 -0.844
5 C -1.577 0.166 0.295
6 C 2.872 0.078 0.435
7 C 0.678 -0.359 0.023
8 H 2.758 0.245 1.515
9 H 3.742 0.671 0.185
10 H 0.562 -0.757 1.018
11 H 3.012 -1.003 0.281
12 H -1.739 1.875 -0.827
13 H 0.344 -0.614 -0.966
14 H -1.723 0.540 1.297
15 H -1.941 0.414 -1.815
16 H -3.258 0.965 -0.793

- Spin multiplicity: 1
- Max |F|: 3.378 eV/A
- Net charge: 0
- Frontier orbital gap (spin up / spin down): 8.375 / 8.376 eV

Calculated atomic charges, method Löwdin, unit e: -0.13, 0.17, -0.41, -0.12, -0.25, -0.12, -0.01, 0.10, 0.10, 0.10, 0.11, 0.08, 0.10, 0.11, 0.09, 0.08

Density functional theory data (the ωB97M-V functional and the def2-TZVPD basis) for a single C5H9NO molecule at a distorted geometry.

Positions of all 16 atoms, in Å:
1 O -1.195 0.173 -1.318
2 N -0.412 0.145 1.487
3 C 0.980 0.322 1.067
4 C -1.747 -1.085 -1.018
5 C 1.356 1.431 0.118
6 C -0.312 -0.939 -0.817
7 C 0.209 -0.854 0.609
8 H -1.003 0.747 0.910
9 H 0.583 1.587 -0.639
10 H 0.204 -0.804 -1.756
11 H -2.161 -1.706 -1.806
12 H 1.484 2.365 0.674
13 H 0.386 -1.800 1.135
14 H -2.361 -0.954 -0.134
15 H 1.688 0.163 1.880
16 H 2.300 1.207 -0.391

- Spin multiplicity: 1
- Max |F|: 2.615 eV/A
- Net charge: 0
- SMILES: C[C@H]1N[C@H]1[C@H]1CO1
- Frontier orbital gap: 10.637 eV

Calculated atomic charges, method Löwdin, unit e: -0.11, 0.06, -0.33, -0.15, -0.05, -0.16, -0.23, 0.09, 0.07, 0.15, 0.11, 0.08, 0.14, 0.12, 0.13, 0.08